Record 1
The following is a DFT calculation (ωB97M-V with the def2-TZVPD basis set) of C3H6N6S in the gas phase in a non-equilibrium geometry.

Structure (XYZ):
```
16
Properties=species:S:1:pos:R:3:nbo_charge:R:1
C 2.08 -0.49 0.98 -0.42
N 1.15 -1.37 0.34 -0.60
C -0.12 -1.07 0.02 0.27
S -1.35 -2.18 -0.02 -0.09
N -0.31 0.32 -0.42 -0.30
N 0.67 0.99 -1.10 -0.08
N 0.23 2.11 -1.42 -0.01
N -1.04 2.18 -1.00 -0.37
C -1.37 1.07 -0.54 0.52
N -2.56 0.73 0.04 -0.82
H 2.59 0.08 0.26 0.22
H 2.85 -0.98 1.29 0.20
H 1.67 -0.12 1.86 0.21
H 1.68 -2.24 -0.25 0.44
H -2.73 -0.28 0.05 0.41
H -3.43 1.25 -0.08 0.41
```

As for the SMILES: CNC(=S)n1nnnc1N. As for the HOMO energy: -0.343 hartree. As for the net charge: 0. As for the energy: -22980.97707 eV. Its energy above the lowest of the compared OMol25 structures with the same formula, charge and spin is 1.708 eV. The spin multiplicity is 1.

Record 2
The following is a DFT calculation (ωB97M-V with the def2-TZVPD basis set) of a 2-piece molecular cluster, C3H6NO overall in a non-equilibrium geometry.

Structure (XYZ):
```
11
Properties=species:S:1:pos:R:3:nbo_charge:R:1
C -0.62 -0.39 -0.86 -0.55
C -1.04 -0.02 0.58 -0.51
C -0.63 1.03 -0.48 -0.13
N 1.91 0.44 0.23 -0.45
O 2.06 -0.74 -0.23 -0.63
H 0.38 -0.95 -0.78 0.30
H -1.23 -0.89 -1.62 0.19
H -2.16 0.10 0.91 0.18
H -0.44 -0.38 1.41 0.21
H 0.36 1.46 -0.36 0.22
H 1.43 0.35 1.21 0.17
```

As for the HOMO energy (spin up / spin down): -0.034 / -0.064 hartree. As for the net charge: -1. As for the energy: -6739.35563 eV. Its energy above the lowest of the compared OMol25 structures with the same formula, charge and spin is 0.439 eV. The spin multiplicity is 3.

Record 3
The following is a DFT calculation (ωB97M-V with the def2-TZVPD basis set) of a 2-piece molecular cluster, C3H6NO overall in a non-equilibrium geometry.

Structure (XYZ):
```
11
Properties=species:S:1:pos:R:3:nbo_charge:R:1
C 1.97 -0.08 -2.49 -0.02
C -0.38 0.22 0.77 0.00
C -1.45 -0.02 1.87 -0.62
N -0.37 -0.23 -0.38 0.35
O -0.11 -0.47 -1.45 -0.01
H 2.76 -0.81 -2.45 0.12
H 2.18 0.74 -3.11 0.12
H 0.38 0.87 1.00 0.27
H -0.74 -0.38 2.72 0.27
H -2.24 -0.69 1.56 0.26
H -2.00 0.86 1.96 0.26
```

As for the HOMO energy (spin up / spin down): -0.523 / -0.523 hartree. As for the net charge: +1. As for the energy: -6729.58825 eV. Its energy above the lowest of the compared OMol25 structures with the same formula, charge and spin is 8.389 eV. The spin multiplicity is 1.

Record 4
The following is a DFT calculation (ωB97M-V with the def2-TZVPD basis set) of an isolated ion of composition C3H6NO and charge +1 in a non-equilibrium geometry.

Structure (XYZ):
```
11
Properties=species:S:1:pos:R:3:nbo_charge:R:1
C 1.30 0.54 0.01 -0.09
O 1.54 -0.89 -0.07 -0.45
C -0.10 -1.07 0.51 0.24
N -0.89 -0.47 -0.55 -0.54
C -0.19 0.41 0.42 -0.07
H 1.51 0.90 -0.95 0.21
H 1.98 1.03 0.82 0.24
H -0.44 -2.01 0.87 0.27
H -1.94 -0.55 -0.32 0.46
H -0.61 -0.50 -1.47 0.45
H -0.81 1.21 0.75 0.27
```

As for the SMILES: C1O[C@@H]2[NH2+][C@H]12. As for the HOMO energy: -0.572 hartree. As for the net charge: +1. As for the energy: -6734.45060 eV. Its energy above the lowest of the compared OMol25 structures with the same formula, charge and spin is 3.526 eV. The spin multiplicity is 1.